Entry 1:
This record from the Open Molecules 2025 dataset describes C39H35O3P2Ti as an isolated structure in a non-equilibrium geometry. The level of theory is the ωB97M-V functional and the def2-TZVPD basis.

## Properties
Net charge ... +3
Total energy ... -3263.96543 hartree
Max |F| ... 9.31 eV Å⁻¹
Orbital gap (alpha / beta) ... 4.7980 / 4.7994 eV
E_HOMO (alpha / beta) ... -0.6208 / -0.6208 Eh

Last column: Löwdin charge in e.
CARTESIAN COORDINATES (ANGSTROEM)
Ti (0.452, -0.060, 0.078)  0.817
P (-0.144, 2.329, -0.236)  1.065
C (-0.759, -0.107, 1.598)  -0.123
O (-1.381, -0.132, 2.595)  0.219
P (-0.205, -2.515, -0.086)  1.088
C (-0.167, 3.284, 1.327)  -0.382
C (-1.641, 2.955, -1.059)  -0.376
C (1.293, 3.016, -1.181)  -0.342
C (1.345, -3.429, -0.467)  -0.373
C (-0.835, -3.333, 1.437)  -0.374
C (-1.363, -3.017, -1.415)  -0.362
C (0.909, 4.108, 1.687)  -0.068
C (0.886, 4.785, 2.906)  -0.039
C (-0.203, 4.644, 3.767)  -0.029
C (-1.277, 3.821, 3.412)  -0.037
C (-1.265, 3.147, 2.191)  -0.113
H (1.749, 4.234, 1.005)  0.109
H (1.727, 5.433, 3.166)  0.130
H (-0.220, 5.184, 4.714)  0.130
H (-2.136, 3.712, 4.076)  0.129
H (-2.113, 2.522, 1.906)  0.114
C (2.595, 2.619, -0.835)  -0.124
C (3.696, 3.047, -1.572)  -0.037
C (3.515, 3.975, -2.597)  -0.014
C (2.226, 4.412, -2.924)  -0.017
C (1.108, 3.908, -2.251)  -0.040
H (2.759, 1.964, 0.021)  0.078
H (4.685, 2.662, -1.329)  0.128
H (4.381, 4.361, -3.132)  0.132
H (2.084, 5.153, -3.711)  0.131
H (0.099, 4.212, -2.536)  0.116
C (-2.123, 4.250, -0.793)  -0.069
C (-3.248, 4.739, -1.460)  -0.025
C (-3.907, 3.934, -2.395)  -0.020
C (-3.449, 2.633, -2.646)  -0.045
C (-2.327, 2.134, -1.980)  -0.094
H (-1.619, 4.878, -0.058)  0.121
H (-3.596, 5.754, -1.257)  0.131
H (-4.779, 4.319, -2.925)  0.130
H (-3.966, 2.004, -3.377)  0.124
H (-1.974, 1.115, -2.169)  0.088
C (-2.066, -4.009, 1.474)  -0.049
C (-2.509, -4.586, 2.666)  -0.029
C (-1.757, -4.471, 3.835)  -0.022
C (-0.551, -3.764, 3.808)  -0.043
C (-0.087, -3.202, 2.619)  -0.118
H (-2.680, -4.074, 0.576)  0.113
H (-3.452, -5.131, 2.680)  0.128
H (-2.098, -4.929, 4.763)  0.130
H (0.038, -3.645, 4.717)  0.123
H (0.852, -2.644, 2.610)  0.108
C (2.309, -2.825, -1.291)  -0.114
C (3.589, -3.375, -1.384)  -0.040
C (3.852, -4.628, -0.833)  -0.022
C (2.853, -5.301, -0.125)  -0.021
C (1.608, -4.692, 0.082)  -0.062
H (2.057, -1.919, -1.841)  0.067
H (4.384, -2.826, -1.889)  0.124
H (4.837, -5.084, -0.955)  0.132
H (3.036, -6.299, 0.270)  0.129
H (0.847, -5.199, 0.679)  0.122
C (-1.103, -4.153, -2.199)  -0.049
C (-2.018, -4.560, -3.173)  -0.024
C (-3.183, -3.824, -3.396)  -0.019
C (-3.421, -2.665, -2.650)  -0.047
C (-2.518, -2.248, -1.670)  -0.107
H (-0.179, -4.716, -2.055)  0.114
H (-1.816, -5.458, -3.756)  0.130
H (-3.901, -4.147, -4.150)  0.131
H (-4.322, -2.079, -2.830)  0.122
H (-2.696, -1.328, -1.105)  0.095
H (3.032, -0.151, -3.436)  0.032
H (2.390, -0.165, -3.828)  0.036
C (1.866, 1.136, 3.753)  0.081
O (2.511, 0.484, 2.577)  0.046
C (1.867, 0.223, 1.491)  -0.356
O (2.444, -0.259, 0.408)  -0.030
H (2.657, 1.681, 4.271)  0.125
H (1.430, 0.370, 4.395)  0.115
H (1.086, 1.809, 3.395)  0.073

Entry 2:
This record from the Open Molecules 2025 dataset describes C46H49BrN6O2Zn as an isolated structure. The level of theory is the ωB97M-V functional and the def2-TZVPD basis.

## Properties
Total energy ... -6614.70392 hartree
Max |F| ... 0.54 eV Å⁻¹
Orbital gap ... 7.8364 eV
E_HOMO ... -0.2866 Eh

Last column: Löwdin charge in e.
CARTESIAN COORDINATES (ANGSTROEM)
Zn (0.566, 0.129, -0.571)  0.712
C (2.009, -2.962, 1.872)  -0.028
C (1.575, -2.155, 3.073)  -0.196
C (2.603, -1.938, 4.114)  -0.042
C (2.784, -0.774, 4.745)  -0.029
C (0.460, 0.103, 5.091)  -0.097
C (-0.746, 0.241, 4.194)  -0.358
C (-2.050, 0.762, 4.726)  0.000
C (0.355, -1.628, 3.228)  -0.069
N (-0.291, -1.138, 0.828)  0.032
C (-0.904, -2.208, 0.286)  -0.494
O (-1.563, -3.082, 0.856)  0.033
C (-0.706, -2.329, -1.218)  -0.158
C (-1.020, -3.445, -1.970)  0.018
C (-0.751, -3.406, -3.335)  -0.026
C (-0.170, -2.280, -3.915)  0.016
C (0.114, -1.207, -3.094)  -0.183
N (-0.181, -1.259, -1.803)  0.074
C (0.789, 0.077, -3.555)  -0.510
O (1.043, 0.175, -4.757)  0.031
N (0.998, 0.970, -2.560)  0.063
C (1.301, 2.293, -2.986)  -0.215
C (2.396, 2.997, -2.457)  -0.212
C (3.306, 2.372, -1.436)  -0.032
C (2.641, 4.303, -2.867)  -0.079
C (1.803, 4.946, -3.764)  -0.095
C (0.691, 4.272, -4.238)  -0.055
C (0.422, 2.960, -3.860)  -0.215
C (-0.821, 2.299, -4.394)  -0.044
H (3.079, -2.858, 1.677)  0.068
H (1.446, -2.694, 0.981)  0.055
H (1.818, -4.019, 2.079)  0.096
H (3.335, -2.729, 4.279)  0.114
H (3.627, -0.708, 5.424)  0.094
H (0.241, 0.270, 6.139)  0.135
H (-2.237, 0.370, 5.730)  0.086
H (-2.869, 0.450, 4.074)  0.084
H (-2.049, 1.854, 4.773)  0.079
H (-1.456, -4.308, -1.484)  0.121
H (-0.990, -4.264, -3.951)  0.111
H (0.070, -2.220, -4.968)  0.121
H (3.821, 1.497, -1.842)  0.079
H (2.745, 2.048, -0.557)  0.048
H (4.058, 3.092, -1.108)  0.077
H (3.505, 4.825, -2.464)  0.103
H (2.010, 5.962, -4.082)  0.099
H (0.009, 4.769, -4.923)  0.109
H (-1.589, 3.045, -4.603)  0.079
H (-1.228, 1.567, -3.691)  0.077
H (-0.599, 1.756, -5.315)  0.085
C (2.465, 6.244, 0.274)  -0.031
C (1.245, 5.982, 1.173)  -0.549
C (0.152, 7.009, 0.857)  -0.046
C (1.659, 6.150, 2.638)  -0.059
C (0.754, 4.568, 0.883)  -0.128
C (0.038, 4.271, -0.275)  0.020
C (-0.292, 2.961, -0.547)  -0.085
N (-0.005, 1.944, 0.278)  0.066
C (0.599, 2.218, 1.447)  -0.183
C (1.015, 3.507, 1.744)  0.053
C (0.703, 1.149, 2.495)  -0.153
C (1.793, 1.074, 3.263)  0.018
C (1.881, 0.467, 4.656)  -0.275
C (-0.176, -1.116, 4.531)  -0.082
C (-0.579, -0.992, 2.219)  -0.223
N (-0.522, 0.441, 2.756)  0.073
C (2.442, 1.598, 5.619)  -0.517
C (3.810, 2.112, 5.140)  -0.048
C (2.623, 1.072, 7.054)  -0.045
C (1.468, 2.781, 5.687)  -0.028
H (2.865, 7.245, 0.468)  0.091
H (2.195, 6.173, -0.783)  0.071
H (3.255, 5.512, 0.466)  0.091
H (0.497, 8.006, 1.144)  0.088
H (-0.766, 6.792, 1.411)  0.096
H (-0.087, 7.041, -0.208)  0.078
H (1.981, 7.181, 2.806)  0.088
H (2.498, 5.500, 2.905)  0.080
H (0.826, 5.938, 3.316)  0.095
H (-0.226, 5.034, -0.996)  0.121
H (-0.787, 2.696, -1.472)  0.113
H (1.510, 3.679, 2.686)  0.086
H (2.658, 1.651, 2.942)  0.115
H (-0.679, -1.827, 5.179)  0.159
H (-1.595, -1.323, 2.425)  0.153
H (4.479, 1.293, 4.863)  0.055
H (4.289, 2.679, 5.941)  0.089
H (3.723, 2.784, 4.283)  0.075
H (3.399, 0.308, 7.128)  0.079
H (1.702, 0.657, 7.469)  0.082
H (2.923, 1.904, 7.697)  0.089
H (1.214, 3.162, 4.696)  0.068
H (1.918, 3.597, 6.261)  0.092
H (0.532, 2.502, 6.180)  0.088
Br (5.629, -0.402, 2.484)  0.815
C (4.700, -0.802, 0.892)  -0.654
C (5.327, -1.439, -0.160)  -0.089
C (4.574, -1.716, -1.291)  -0.029
C (3.246, -1.329, -1.328)  -0.104
N (2.652, -0.709, -0.306)  0.051
C (3.367, -0.463, 0.792)  -0.192
H (6.372, -1.715, -0.096)  0.111
H (5.012, -2.215, -2.144)  0.115
H (2.651, -1.515, -2.211)  0.110
H (2.851, 0.014, 1.619)  0.082

Entry 3:
This record from the Open Molecules 2025 dataset describes C26H20Br2IrN4O9 as an isolated structure in a non-equilibrium geometry. The level of theory is the ωB97M-V functional and the def2-TZVPD basis.

## Properties
Net charge ... +1
Total energy ... -7150.82102 hartree
Max |F| ... 1.02 eV Å⁻¹
ΔE to the lowest compared entry with this formula, charge and spin ... 68.7 kJ/mol
Orbital gap ... 6.3020 eV
E_HOMO ... -0.4037 Eh

Last column: Löwdin charge in e.
CARTESIAN COORDINATES (ANGSTROEM)
Ir (-0.133, -0.007, 0.062)  1.536
C (-2.056, -2.615, 1.398)  -0.007
C (-2.741, -1.563, 0.586)  -0.261
C (-4.107, -1.728, 0.277)  0.012
C (-4.798, -0.771, -0.402)  0.019
C (-4.163, 0.442, -0.740)  -0.178
C (-4.775, 1.544, -1.385)  -0.612
Br (-6.578, 1.441, -1.925)  0.835
C (-4.068, 2.689, -1.628)  -0.138
C (-2.724, 2.798, -1.231)  -0.594
Br (-1.764, 4.376, -1.575)  0.847
C (-2.090, 1.756, -0.603)  -0.387
O (-0.826, 1.803, -0.170)  -0.226
C (-2.812, 0.564, -0.388)  -0.136
N (-2.100, -0.468, 0.205)  0.001
H (-2.696, -2.886, 2.236)  0.104
H (-1.096, -2.282, 1.782)  0.071
H (-1.915, -3.519, 0.804)  0.081
H (-4.593, -2.640, 0.595)  0.129
H (-5.839, -0.918, -0.657)  0.097
H (-4.541, 3.526, -2.123)  0.107
C (0.930, -3.126, -6.131)  -0.020
C (0.965, -3.140, -4.635)  -0.222
C (0.177, -4.029, -3.913)  0.016
C (0.163, -4.036, -2.529)  -0.170
C (-0.720, -5.044, -1.837)  -0.028
C (0.946, -3.072, -1.837)  -0.108
C (0.684, -2.935, -0.440)  -0.137
O (0.805, -1.911, 0.269)  -0.150
C (1.838, -2.232, -2.560)  -0.190
C (2.920, -1.451, -1.872)  -0.009
C (1.814, -2.275, -3.936)  0.005
H (0.632, -4.093, -6.531)  0.091
H (1.896, -2.848, -6.549)  0.091
H (0.197, -2.387, -6.464)  0.073
H (-0.436, -4.743, -4.449)  0.130
H (-0.996, -5.824, -2.543)  0.088
H (-1.648, -4.594, -1.480)  0.087
H (-0.223, -5.524, -0.995)  0.089
H (0.283, -3.818, 0.066)  0.124
H (3.643, -2.147, -1.440)  0.111
H (2.558, -0.836, -1.057)  0.043
H (3.453, -0.826, -2.587)  0.092
H (2.507, -1.655, -4.495)  0.131
O (1.756, 2.655, -6.933)  0.109
N (2.148, 2.862, -5.806)  -0.349
O (3.013, 3.644, -5.483)  0.110
C (1.483, 2.115, -4.726)  -0.103
C (1.883, 2.316, -3.431)  0.111
C (1.292, 1.563, -2.421)  -0.055
C (0.269, 0.622, -2.678)  -0.228
O (-0.310, -0.180, -1.838)  -0.137
C (-0.137, 0.532, -4.031)  -0.042
C (0.467, 1.223, -5.044)  0.116
N (-1.258, -0.357, -4.387)  -0.314
O (-2.253, -0.304, -3.700)  0.130
O (-1.158, -0.951, -5.440)  0.094
N (1.813, 1.805, -1.087)  -0.261
O (2.428, 2.798, -0.869)  0.203
O (1.710, 0.910, -0.196)  -0.112
H (2.658, 3.032, -3.202)  0.147
H (0.152, 1.092, -6.070)  0.149

Entry 4:
This record from the Open Molecules 2025 dataset describes C9H14LaN2P as an isolated structure in a non-equilibrium geometry. The level of theory is the ωB97M-V functional and the def2-TZVPD basis.

## Properties
Total energy ... -833.59643 hartree
Max |F| ... 3.50 eV Å⁻¹
ΔE to the lowest compared entry with this formula, charge and spin ... 38.7 kJ/mol
Orbital gap ... 5.8825 eV
E_HOMO ... -0.2141 Eh

Last column: Löwdin charge in e.
CARTESIAN COORDINATES (ANGSTROEM)
C (0.459, -1.494, -2.754)  -0.381
C (0.026, -0.523, -3.614)  -0.433
C (0.120, 0.887, -3.455)  -0.366
C (0.917, 1.740, -2.629)  -0.456
C (1.694, 1.362, -1.590)  -0.309
La (-0.082, 0.021, -1.169)  1.505
P (0.821, -3.116, 0.039)  0.642
H (0.232, -2.548, -2.872)  -0.029
H (-0.584, -0.785, -4.527)  0.101
H (-0.397, 1.431, -4.244)  0.081
H (2.400, 2.014, -1.085)  -0.007
H (0.774, 2.810, -2.867)  0.092
H (1.994, -3.530, 0.727)  -0.163
H (0.797, -4.286, -0.771)  -0.140
H (-0.048, -3.687, 1.028)  -0.165
C (1.081, 1.259, 2.366)  0.001
C (-0.339, 0.829, 2.268)  -0.405
N (-0.977, 0.206, 1.266)  -0.094
C (-2.306, 0.017, 1.681)  -0.124
C (-2.447, 0.551, 2.931)  -0.075
N (-1.191, 1.050, 3.272)  0.089
H (1.120, 2.354, 2.479)  0.096
H (1.531, 0.809, 3.264)  0.092
H (1.663, 0.969, 1.484)  0.070
H (-3.023, -0.484, 1.058)  0.100
H (-3.304, 0.620, 3.575)  0.107
H (-0.929, 1.523, 4.141)  0.174

Entry 5:
This record from the Open Molecules 2025 dataset describes one molecule with the formula C20H27NO4. The level of theory is the ωB97M-V functional and the def2-TZVPD basis.

## Properties
Total energy ... -1133.98655 hartree
Max |F| ... 0.89 eV Å⁻¹
ΔE to the lowest compared entry with this formula, charge and spin ... 281.4 kJ/mol
Orbital gap ... 9.4988 eV
SMILES ... CCO[C@H]1OC(C(=O)NC2CC2)=C[C@@H](c2ccccc2)[C@@H]1CCCO
E_HOMO ... -0.3273 Eh

Last column: Löwdin charge in e.
CARTESIAN COORDINATES (ANGSTROEM)
C (-3.886, -0.924, 1.151)  -0.064
C (-2.644, -0.084, 1.431)  -0.231
O (-1.431, -0.792, 1.234)  -0.068
C (-1.018, -0.955, -0.091)  -0.313
O (-0.831, 0.288, -0.730)  -0.007
C (0.323, 0.958, -0.382)  -0.166
C (0.346, 2.400, -0.762)  -0.419
O (1.281, 3.130, -0.490)  0.071
N (-0.759, 2.803, -1.426)  0.122
C (-0.940, 4.132, -1.901)  -0.281
C (-2.316, 4.722, -1.942)  -0.100
C (-1.612, 4.363, -3.221)  -0.098
C (1.363, 0.384, 0.219)  0.024
C (1.407, -1.060, 0.595)  -0.200
C (1.408, -1.251, 2.100)  -0.187
C (0.986, -0.255, 2.967)  -0.032
C (0.977, -0.473, 4.334)  -0.075
C (1.391, -1.688, 4.850)  -0.096
C (1.818, -2.687, 3.991)  -0.086
C (1.827, -2.467, 2.626)  -0.042
C (0.237, -1.837, -0.050)  -0.182
C (0.584, -2.432, -1.421)  -0.142
C (0.966, -1.420, -2.502)  -0.169
C (1.420, -2.104, -3.795)  -0.274
O (0.384, -2.776, -4.470)  -0.062
H (-3.964, -1.173, 0.095)  0.067
H (-3.845, -1.846, 1.725)  0.079
H (-4.773, -0.367, 1.439)  0.076
H (-2.617, 0.204, 2.485)  0.125
H (-2.652, 0.826, 0.817)  0.118
H (-1.805, -1.441, -0.694)  0.168
H (-1.471, 2.118, -1.628)  0.143
H (-0.101, 4.752, -1.615)  0.146
H (-2.437, 5.764, -1.692)  0.096
H (-3.143, 4.101, -1.630)  0.097
H (-1.246, 5.157, -3.851)  0.096
H (-1.965, 3.501, -3.767)  0.099
H (2.215, 1.001, 0.455)  0.138
H (2.344, -1.486, 0.215)  0.155
H (0.659, 0.695, 2.572)  0.115
H (0.645, 0.311, 4.999)  0.102
H (1.384, -1.858, 5.917)  0.099
H (2.147, -3.637, 4.385)  0.100
H (2.165, -3.250, 1.960)  0.116
H (-0.024, -2.670, 0.611)  0.154
H (-0.281, -3.013, -1.758)  0.115
H (1.416, -3.129, -1.281)  0.123
H (0.113, -0.780, -2.731)  0.120
H (1.781, -0.787, -2.150)  0.117
H (2.247, -2.797, -3.577)  0.118
H (1.779, -1.352, -4.500)  0.119
H (0.046, -3.476, -3.901)  0.075

Entry 6:
This record from the Open Molecules 2025 dataset describes one molecule with the formula C3H5NO2 in a non-equilibrium geometry. The level of theory is the ωB97M-V functional and the def2-TZVPD basis.

## Properties
Total energy ... -322.37444 hartree
Max |F| ... 1.80 eV Å⁻¹
ΔE to the lowest compared entry with this formula, charge and spin ... 524.8 kJ/mol
Orbital gap (alpha / beta) ... 7.0965 / 9.1625 eV
E_HOMO (alpha / beta) ... -0.3457 / -0.3894 Eh

Last column: Löwdin charge in e.
CARTESIAN COORDINATES (ANGSTROEM)
C (1.208, -0.034, 0.996)  0.152
C (0.588, -0.583, -0.129)  -0.599
N (1.046, -0.257, -1.309)  0.208
O (-0.678, -1.014, 0.062)  -0.048
C (-1.335, 0.336, -0.131)  -0.348
O (-1.200, 0.771, -1.311)  0.071
H (2.172, 0.455, 0.890)  0.082
H (0.820, -0.238, 1.989)  0.083
H (-0.684, 0.932, 0.670)  0.168
H (0.414, -0.631, -2.019)  0.072
H (-2.350, 0.263, 0.293)  0.160

- What is the formula in the fourth record?
  C9H14LaN2P